DFT (ωB97M-V with the def2-TZVPD basis set) results for 2 unconnected molecules or ions with the total composition C4H10O3 in a non-equilibrium geometry.

Each line ends with the natural charge from an NBO analysis.
Atoms and positions in Å:
O1 1.71149 1.15535 -2.00518  -0.532
C1 1.64096 0.29445 -1.17002  0.463
C2 1.52199 0.60419 0.30249  -0.536
C3 0.15352 0.15106 0.84184  0.109
C4 0.26562 -0.50632 2.20522  -0.629
O2 -0.43941 -0.71289 -0.10763  -0.742
H1 1.67130 -0.76365 -1.47796  0.119
H2 2.38443 0.21157 0.83740  0.223
H3 1.54262 1.69686 0.30995  0.230
H4 -0.46109 1.04577 0.95401  0.156
H5 1.10843 -1.21449 2.23476  0.205
H6 0.44550 0.23023 2.98096  0.209
H7 -0.62236 -1.05295 2.51899  0.216
H8 -1.39995 -0.72018 0.03380  0.500
H9 -3.72341 0.30026 -0.17403  0.478
H10 -3.99242 -0.94804 -1.04597  0.484
O3 -3.50217 -0.63066 -0.28362  -0.954

The value obtained for the HOMO-LUMO gap is 9.865 eV. The largest force on an atom comes out at 1.07 eV/A. The SMILES is C[C@H](O)CC=O.O. Its energy is -10452.028 eV. The LUMO energy comes out at 0.46 eV.


DFT (ωB97M-V with the def2-TZVPD basis set) results for 3 unconnected molecules or ions with the total composition C4H10O3 in a non-equilibrium geometry.

Each line ends with the natural charge from an NBO analysis.
Atoms and positions in Å:
C1 -1.11844 0.23710 2.42827  -0.097
C2 -0.54134 0.18558 1.18868  -0.189
C3 -0.57163 1.26571 0.28633  -0.190
C4 -0.11517 1.05578 -1.00744  0.350
O1 -0.22848 2.03019 -1.88128  -0.592
H1 -1.00210 -0.59922 3.09432  0.226
H2 -1.69493 1.09190 2.75495  0.217
H3 0.06806 -0.64153 0.86256  0.255
H4 -0.81167 2.29205 0.52120  0.256
H5 0.31734 0.13301 -1.39790  0.221
H6 0.58463 2.18445 -2.39312  0.533
H7 2.84141 -1.26756 0.03024  0.478
H8 2.72032 0.15247 -0.50780  0.453
O2 2.90976 -0.75563 -0.79034  -0.925
H9 -1.45827 -2.75167 -0.64254  0.477
H10 -1.26954 -3.63138 0.59872  0.489
O3 -0.89578 -2.86222 0.13368  -0.962

Its expectation value of S² is 0.7824. The value obtained for the HOMO-LUMO gap (spin up / spin down) is 9.697 / 7.398 eV. The largest force on an atom comes out at 1.15 eV/A. As for the net charge: +1. Its energy is -10443.061 eV. The LUMO energy (spin up / spin down) comes out at -4.83 / -7.65 eV. As for the multiplicity: 2.


DFT (ωB97M-V with the def2-TZVPD basis set) results for 2 unconnected molecules or ions with the total composition C4H10O3S in a non-equilibrium geometry.

Each line ends with the natural charge from an NBO analysis.
Atoms and positions in Å:
O1 -0.80422 0.45010 2.17727  -0.613
C1 -0.05214 -0.14104 1.37733  0.789
O2 0.77295 -1.02547 1.96001  -0.683
C2 0.02632 0.14970 -0.07230  -0.512
C3 0.31487 -1.02184 -0.97901  -0.454
C4 0.77055 -0.46225 -2.35288  -0.598
S1 1.02318 -1.81829 -3.51414  0.747
H1 0.41351 -1.12405 2.95474  0.538
H2 -0.94849 0.66118 -0.38793  0.264
H3 0.82411 0.84324 -0.16609  0.246
H4 -0.52037 -1.67607 -0.90420  0.250
H5 1.18969 -1.64970 -0.33104  0.271
H6 -0.13651 0.11027 -3.00717  0.312
H7 1.62606 0.26371 -2.24822  0.316
H8 1.10329 -1.13492 -4.59954  0.132
H9 -2.52421 2.40029 3.60362  0.455
H10 -1.24374 2.20333 3.11234  0.472
O3 -1.83486 2.97180 3.37721  -0.930

Its expectation value of S² is 0.7531. The value obtained for the HOMO-LUMO gap (spin up / spin down) is 8.486 / 3.315 eV. The largest force on an atom comes out at 5.29 eV/A. As for the net charge: +1. Its energy is -21277.339 eV. The LUMO energy (spin up / spin down) comes out at -4.31 / -9.48 eV. As for the multiplicity: 2.


DFT (ωB97M-V with the def2-TZVPD basis set) results for 2 unconnected molecules or ions with the total composition C4H10O4 in a non-equilibrium geometry.

Each line ends with the natural charge from an NBO analysis.
Atoms and positions in Å:
O1 0.76825 2.31532 -0.40614  -0.596
O2 0.22537 0.44030 0.78183  -0.497
O3 -0.81614 -2.16836 1.15201  -0.538
C1 0.61990 1.72319 0.67605  0.644
C2 -0.87057 -3.51544 1.50872  -0.247
C3 0.23358 -0.40928 -0.34051  -0.094
C4 0.18409 -1.90791 0.16324  -0.074
H1 0.64866 2.23958 1.65594  0.141
H2 -1.63274 -3.69517 2.28551  0.198
H3 0.12617 -3.69506 1.94558  0.161
H4 -1.02931 -4.23407 0.68715  0.165
H5 1.07429 -0.37140 -1.05969  0.207
H6 -0.70117 -0.22965 -0.90570  0.191
H7 1.15292 -2.12952 0.65079  0.163
H8 0.08432 -2.58208 -0.70911  0.175
O4 0.35093 6.15525 -2.81649  -0.943
H9 -0.46240 6.68713 -2.97091  0.467
H10 0.04381 5.37719 -2.29827  0.476

The value obtained for the HOMO-LUMO gap is 10.959 eV. The largest force on an atom comes out at 3.44 eV/A. The SMILES is COCCOC=O.O. Its energy is -12498.824 eV. The LUMO energy comes out at 0.85 eV.


DFT (ωB97M-V with the def2-TZVPD basis set) results for C4H10O4 in the gas phase.

Each line ends with the natural charge from an NBO analysis.
Atoms and positions in Å:
O1 -2.31349 -0.34492 0.95336  -0.726
C1 -1.89970 -0.02327 -0.35387  -0.092
H1 -2.07586 1.03150 -0.58679  0.187
C2 -0.41297 -0.36725 -0.54934  0.049
O2 -0.19797 -1.72321 -0.22939  -0.735
H2 -0.79601 -1.93453 0.50352  0.490
C3 0.49093 0.55309 0.31215  0.044
C4 1.97762 0.24963 0.05435  -0.075
H3 2.17350 0.32989 -1.02945  0.142
H4 2.58832 0.99456 0.57308  0.187
O3 2.37001 -0.99983 0.54188  -0.722
H5 1.73820 -1.65692 0.20869  0.491
O4 0.19137 1.91077 0.08685  -0.713
H6 0.51821 2.16212 -0.78456  0.467
H7 0.28509 0.37194 1.37399  0.173
H8 -0.14696 -0.24311 -1.60685  0.173
H9 -2.49939 -0.64665 -1.02156  0.187
H10 -1.99090 0.33619 1.55394  0.475

The value obtained for the HOMO-LUMO gap is 10.482 eV. The largest force on an atom comes out at 0.92 eV/A. The SMILES is OC[C@@H](O)[C@@H](O)CO. Its energy is -12499.524 eV. The LUMO energy comes out at 0.70 eV.


DFT (ωB97M-V with the def2-TZVPD basis set) results for 3 unconnected molecules or ions with the total composition C4H10O4 in a non-equilibrium geometry.

Each line ends with the natural charge from an NBO analysis.
Atoms and positions in Å:
C1 -1.31629 0.14015 0.68241  -0.524
C2 -0.41995 0.97207 -0.20639  -0.527
C3 -0.72225 2.44686 -0.29992  0.450
O1 0.12394 3.26391 -0.52392  -0.508
C4 -1.91656 -1.12666 0.11622  0.450
O2 -1.77338 -2.16761 0.70883  -0.520
H1 -2.12910 0.76295 1.09051  0.228
H2 -0.80161 -0.09200 1.59609  0.237
H3 -0.38369 0.61313 -1.24495  0.251
H4 0.63696 0.86946 0.04281  0.239
H5 -1.76751 2.74700 -0.10859  0.100
H6 -2.43575 -1.09852 -0.85447  0.119
H7 1.76964 -2.16186 -1.88876  0.478
H8 1.01241 -2.66671 -0.63177  0.481
O3 1.19773 -1.89556 -1.17617  -0.957
H9 3.02186 0.36474 0.34626  0.472
H10 2.58830 -0.74841 1.30692  0.468
O4 3.31525 -0.22295 1.04487  -0.937

The value obtained for the HOMO-LUMO gap is 10.512 eV. The largest force on an atom comes out at 1.72 eV/A. The SMILES is O=CCCC=O.O.O. Its energy is -12499.046 eV. The LUMO energy comes out at 0.49 eV.